[1]
{
  "formula": "C24H29NO3PS3V",
  "method": "ωB97M-V/def2-TZVPD",
  "multiplicity": 2,
  "e_tot_ev": -100468.1023,
  "lumo_energy_ev": [-3.59, -3.01],
  "orbital_gap_ev": [7.1, 7.5],
  "charge": 1,
  "species": ["H", "C", "H", "H", "P", "C", "H", "H", "O", "C", "H", "C", "C", "H", "S", "O", "H", "H", "C", "C", "C", "C", "C", "H", "C", "V", "H", "C", "C", "H", "H", "H", "H", "H", "H", "H", "S", "C", "C", "C", "H", "C", "H", "C", "H", "H", "O", "H", "H", "C", "C", "N", "C", "C", "H", "H", "C", "H", "H", "H", "C", "S"],
  "coordinates": [[12.4846, 13.3692, 9.7699], [7.6037, 10.9874, 10.6835], [10.7487, 6.5002, 8.6711], [12.4152, 14.5264, 7.4140], [14.5650, 8.6192, 11.6890], [7.8205, 8.5482, 10.0713], [13.9958, 6.9403, 14.3803], [7.6985, 4.2927, 6.5383], [10.4633, 8.5159, 9.6638], [15.5624, 5.4799, 13.8991], [7.6221, 10.7819, 11.7647], [7.6536, 10.4353, 8.3223], [11.5087, 11.6507, 8.9455], [17.7364, 7.5309, 12.2079], [12.9700, 9.6192, 12.6903], [14.8680, 7.2260, 12.4169], [16.5950, 9.6932, 13.6371], [15.7032, 7.6103, 14.3743], [9.1276, 5.8411, 9.9080], [7.5305, 12.3100, 10.2956], [9.2663, 5.5123, 7.4528], [9.8126, 5.9396, 8.6664], [7.9921, 4.9371, 9.8505], [7.8519, 7.9255, 9.1951], [16.9653, 9.6604, 12.6018], [11.8443, 9.4372, 10.7107], [7.0373, 8.1644, 10.7327], [15.0047, 6.8775, 13.8965], [18.0292, 8.5699, 12.4153], [16.4314, 5.4031, 13.1987], [7.4594, 12.0588, 6.9391], [10.1217, 11.1531, 5.8478], [10.5275, 9.9048, 8.1115], [7.5653, 4.5220, 10.7377], [6.7896, 3.6492, 8.7390], [7.8018, 9.7177, 7.5088], [13.7745, 8.3046, 9.8453], [7.6422, 10.0019, 9.6746], [10.8579, 10.9296, 7.8836], [11.8552, 13.5999, 7.6762], [9.1010, 6.1258, 12.0654], [9.6134, 6.5483, 11.1574], [14.8615, 4.7143, 13.4979], [11.0847, 12.9503, 6.6623], [10.6889, 6.4742, 11.3768], [9.7694, 5.6241, 6.4733], [15.8569, 9.5257, 11.6297], [17.4062, 10.6293, 12.3026], [10.7403, 13.5302, 5.8133], [7.3389, 12.6983, 9.0010], [7.5674, 4.3966, 8.6588], [11.5209, 11.0050, 10.1280], [11.9730, 12.9640, 8.9040], [8.1126, 4.7343, 7.4482], [7.1130, 13.7534, 8.8432], [15.9445, 5.1449, 14.8869], [7.4643, 11.7761, 7.9807], [18.7918, 8.9188, 11.6764], [18.6519, 8.4729, 13.3287], [7.6984, 13.1161, 10.9951], [10.6736, 11.5851, 6.6941], [9.4332, 8.3706, 10.9242]]
}

=====

[2]
{
  "formula": "C6H8",
  "method": "ωB97M-V/def2-TZVPD",
  "multiplicity": 1,
  "smiles": "C#CCC1CC1",
  "relative_energy_kcal_mol": 44.4,
  "e_tot_ev": -6348.8582,
  "lumo_energy_ev": 1.17,
  "orbital_gap_ev": 11.1,
  "species": ["C", "C", "C", "H", "H", "H", "H", "H", "C", "H", "C", "H", "H", "C"],
  "coordinates": [[2.6530, -1.3661, -0.3726], [-1.3281, -0.1405, -0.8732], [-0.2322, 0.5931, -0.1478], [1.2371, 0.9212, 1.3300], [3.3964, -1.8884, -0.9295], [0.2268, 1.3580, -0.7686], [-1.8975, 0.2374, 1.2119], [-1.4926, -1.2117, -0.7975], [-1.6587, 0.7565, 0.2855], [-2.2031, 1.6845, 0.1449], [0.7638, 0.0467, 0.8623], [-1.5362, 0.2658, -1.8606], [0.2642, -0.4909, 1.6777], [1.8072, -0.7657, 0.2373]]
}

=====

[3]
{
  "formula": "C5H13NO",
  "method": "ωB97M-V/def2-TZVPD",
  "multiplicity": 2,
  "relative_energy_kcal_mol": 64.5,
  "e_tot_ev": -8922.9520,
  "lumo_energy_ev": [-4.43, -9.47],
  "orbital_gap_ev": [10.1, 5.1],
  "charge": 1,
  "species": ["H", "C", "N", "H", "H", "H", "H", "C", "H", "H", "H", "H", "H", "H", "H", "O", "H", "C", "C", "C"],
  "coordinates": [[-2.2125, -1.7687, -1.7531], [-2.6384, -1.3916, -0.7979], [0.4582, 0.7245, -0.9116], [1.4444, -0.3541, 3.3460], [1.8001, 1.3788, 3.6612], [2.7730, -0.5119, 1.3498], [1.2167, 1.1247, -1.3801], [2.6679, 0.4596, 1.7591], [0.5135, 0.7148, 0.0933], [-2.2527, 0.7135, -0.0603], [-1.3015, -0.5845, 0.5243], [3.5982, 1.1666, 1.7694], [-3.6030, -1.0506, -0.9347], [3.1117, 0.4085, 3.9936], [1.9069, 1.0899, 1.2283], [-0.8642, -0.1230, -2.5537], [-2.6934, -2.2854, -0.0607], [2.2675, 0.4430, 3.3284], [-0.6230, 0.0218, -1.4003], [-1.7732, -0.2210, -0.3836]]
}